Formula: C3H8N5O2
Source: the OMol25 dataset
Level of theory: ωB97M-V/def2-TZVPD

Expectation value of S²: 2.016
Strongest force on any atom in eV/Å: 8.50
Kohn-Sham gap (spin up / spin down) in eV: 6.5361 / 6.5482
E_tot in eV: -14772.0664

Geometry as ORCA input:
```
! wB97M-V def2-TZVPD RIJCOSX def2/J DEFGRID3
* xyz 1 3
C -1.694 -0.319 -1.065
C 0.909 0.140 0.000
C -0.041 -0.937 0.464
N -2.043 0.717 -0.638
N -0.803 -0.630 1.531
N 1.444 2.380 0.100
N 0.728 1.310 0.433
N 0.296 -2.182 0.163
O 1.802 -0.332 -0.990
O -2.146 1.582 0.130
H -1.907 -1.004 -1.875
H -1.339 -1.272 2.039
H 1.067 3.251 0.487
H 2.281 2.399 -0.534
H -0.978 0.261 1.975
H 0.987 -2.383 -0.629
H 1.722 0.047 -1.971
H -0.286 -3.029 0.380
*
```



Formula: C11H20N2O3
Source: the OMol25 dataset
Level of theory: ωB97M-V/def2-TZVPD

SMILES string: CC[C@H](C)[C@H](N)C(=O)N1CCC[C@H]1C(=O)O
Energy relative to the best compared isomer or geometry (same formula, charge and spin) in eV: 1.363
Strongest force on any atom in eV/Å: 3.97
Kohn-Sham gap in eV: 9.8146
E_tot in eV: -20854.1356

Geometry as ORCA input:
```
! wB97M-V def2-TZVPD RIJCOSX def2/J DEFGRID3
* xyz 0 1
C -0.208 -3.157 3.439
C -1.277 -2.180 2.914
C -0.892 -1.308 1.650
C -0.995 -2.170 0.355
C 0.433 -0.490 1.633
N 0.848 -0.111 2.991
C 0.229 0.722 0.630
O -0.606 1.628 0.818
N 0.868 0.629 -0.589
C 1.953 -0.244 -0.998
C 2.443 0.419 -2.329
C 1.224 1.153 -2.876
C 0.389 1.556 -1.585
C -1.081 1.484 -1.964
O -1.875 0.582 -1.740
O -1.340 2.512 -2.812
H -0.704 -3.719 4.253
H 0.685 -2.689 3.789
H 0.095 -3.873 2.646
H -1.506 -1.522 3.744
H -2.162 -2.739 2.660
H -1.659 -0.591 1.596
H -0.279 -3.022 0.312
H -0.879 -1.596 -0.658
H -1.965 -2.691 0.323
H 1.273 -1.043 1.165
H 0.222 0.621 3.207
H 1.798 0.190 2.861
H 1.473 -1.339 -1.207
H 2.599 -0.377 -0.178
H 2.810 -0.267 -3.105
H 3.183 1.187 -2.157
H 1.475 1.980 -3.540
H 0.598 0.382 -3.376
H 0.456 2.615 -1.301
H -2.273 2.391 -3.185
*
```



Formula: C3H11NO3
Source: the OMol25 dataset
Level of theory: ωB97M-V/def2-TZVPD

SMILES string: CNC(C)=O.O.O
Energy relative to the best compared isomer or geometry (same formula, charge and spin) in eV: 2.623
Strongest force on any atom in eV/Å: 6.50
Kohn-Sham gap in eV: 9.8332
E_tot in eV: -10920.3822

Geometry as ORCA input:
```
! wB97M-V def2-TZVPD RIJCOSX def2/J DEFGRID3
* xyz 0 1
C 0.403 -0.622 -0.582
N 1.484 -0.868 0.409
C 1.556 -0.424 1.747
C 0.477 0.494 2.088
O 2.613 -0.742 2.259
H 0.301 -1.511 -1.218
H 0.850 -0.012 -1.284
H -0.618 -0.545 -0.245
H 2.222 -1.467 0.161
H 0.238 0.606 3.098
H 0.490 1.419 1.734
H -0.432 0.026 1.644
O -2.803 -2.859 -5.570
H -2.531 -2.861 -4.711
H -2.353 -2.262 -6.013
O -0.885 3.988 1.882
H -0.934 4.111 2.794
H -0.078 3.530 1.808
*
```



Formula: C5H14N2
Source: the OMol25 dataset
Level of theory: ωB97M-V/def2-TZVPD

Expectation value of S²: 0.750
Energy relative to the best compared isomer or geometry (same formula, charge and spin) in eV: 0.553
Strongest force on any atom in eV/Å: 1.44
Kohn-Sham gap (spin up / spin down) in eV: 2.7272 / 9.2891
E_tot in eV: -8390.4321

Geometry as ORCA input:
```
! wB97M-V def2-TZVPD RIJCOSX def2/J DEFGRID3
* xyz -1 2
C 0.208 1.797 0.997
C -0.230 0.424 1.526
C -1.099 -0.371 0.574
C -0.455 -0.791 -0.735
N 0.666 -1.680 -0.559
C 1.344 -2.095 -1.762
N -0.936 2.699 0.833
H 0.885 2.231 1.740
H 0.788 1.678 0.076
H 0.709 -0.099 1.725
H -0.725 0.617 2.484
H -1.415 -1.310 1.072
H -2.072 0.078 0.359
H -1.222 -1.299 -1.322
H -0.232 0.099 -1.355
H 1.302 -1.377 0.161
H 1.699 -3.128 -1.701
H 0.631 -2.060 -2.590
H 2.189 -1.466 -2.083
H -0.616 3.635 0.584
H -1.421 2.421 -0.024
*
```



Formula: C3H5N3O3
Source: the OMol25 dataset
Level of theory: ωB97M-V/def2-TZVPD

Energy relative to the best compared isomer or geometry (same formula, charge and spin) in eV: 5.619
Strongest force on any atom in eV/Å: 4.40
Kohn-Sham gap in eV: 8.9660
E_tot in eV: -13800.0198

Geometry as ORCA input:
```
! wB97M-V def2-TZVPD RIJCOSX def2/J DEFGRID3
* xyz 0 1
C -0.972 1.573 -0.019
C 1.106 0.113 0.425
C 0.808 -1.045 -0.550
N 0.380 1.372 0.257
N -0.385 -1.771 -0.159
N -1.478 -1.251 0.064
O -2.546 -1.740 0.262
O -1.428 2.662 -0.274
O -1.695 0.483 0.144
H 0.798 -0.360 1.455
H 2.207 0.404 0.496
H 0.672 -0.760 -1.680
H 1.518 -1.759 -0.446
H 1.013 2.079 0.025
*
```



Formula: C36H35GeIN4O5Se2Ti
Source: the OMol25 dataset
Level of theory: ωB97M-V/def2-TZVPD

Energy relative to the best compared isomer or geometry (same formula, charge and spin) in eV: 2.866
Strongest force on any atom in eV/Å: 0.79
Kohn-Sham gap in eV: 5.2124
E_tot in eV: -272527.5254

Geometry as ORCA input:
```
! wB97M-V def2-TZVPD RIJCOSX def2/J DEFGRID3
* xyz -2 1
Ti -2.844 -1.517 0.150
N 0.181 -2.845 2.758
C -0.913 -2.831 3.732
C -2.121 -2.083 3.137
O -2.440 -1.027 3.668
N -2.696 -2.555 1.998
C -2.633 -3.987 1.766
C -2.043 -4.287 0.402
O -1.594 -5.367 0.066
O -2.100 -3.242 -0.373
H -0.170 -2.848 1.805
H 0.759 -3.669 2.858
H -0.625 -2.248 4.607
H -1.196 -3.829 4.084
H -3.652 -4.402 1.737
H -2.094 -4.564 2.512
Se -5.684 -1.458 2.421
Se -4.864 1.091 0.197
C -3.347 1.283 1.204
C -3.104 2.421 2.023
C -1.931 2.558 2.709
C -0.944 1.562 2.599
C -1.235 0.482 1.815
N -2.399 0.328 1.154
C -5.696 -2.539 0.947
C -6.763 -3.481 0.789
C -6.823 -4.343 -0.262
C -5.805 -4.305 -1.232
C -4.811 -3.384 -1.059
N -4.741 -2.512 -0.024
H -3.888 3.165 2.068
H -1.763 3.429 3.333
H -0.001 1.616 3.124
H -0.535 -0.332 1.700
H -7.511 -3.472 1.569
H -7.640 -5.052 -0.345
H -5.786 -4.961 -2.090
H -4.003 -3.318 -1.771
I -4.868 -0.807 -3.145
C -3.115 -0.750 -1.898
H -2.925 0.316 -1.819
H -2.359 -1.217 -2.532
O 1.123 -0.531 -1.154
C -0.066 -0.262 -0.928
O -0.892 -1.106 -0.448
C -0.481 1.181 -1.221
C 0.549 2.190 -0.720
Ge 2.447 1.778 -1.044
C 3.337 3.518 -0.592
C 4.359 4.111 -1.331
C 4.970 5.289 -0.920
C 4.570 5.909 0.254
C 3.563 5.332 1.014
C 2.963 4.155 0.593
C 3.397 0.608 0.206
C 2.755 -0.088 1.223
C 3.461 -0.881 2.115
C 4.839 -0.995 1.993
C 5.499 -0.314 0.980
C 4.780 0.484 0.100
C 2.916 1.466 -2.926
C 2.874 2.500 -3.859
C 3.178 2.281 -5.197
C 3.540 1.012 -5.624
C 3.579 -0.032 -4.709
C 3.262 0.193 -3.377
H -1.469 1.410 -0.829
H -0.534 1.247 -2.312
H 0.417 2.369 0.350
H 0.387 3.153 -1.214
H 4.705 3.642 -2.245
H 5.764 5.720 -1.520
H 5.042 6.830 0.577
H 3.244 5.799 1.940
H 2.185 3.722 1.215
H 1.679 -0.050 1.313
H 2.912 -1.420 2.876
H 5.396 -1.624 2.678
H 6.574 -0.404 0.873
H 5.314 1.020 -0.680
H 2.583 3.498 -3.548
H 3.128 3.101 -5.903
H 3.778 0.833 -6.666
H 3.839 -1.031 -5.036
H 3.256 -0.634 -2.679
*
```